1.
A 2-piece molecular cluster, C4H5F3O overall at a distorted geometry. Source: the Open Molecules 2025 dataset; level of theory: wB97M-V/def2-TZVPD.

Each line ends with the Mulliken charge.
Cartesian coordinates (Å):
C1 0.13 -1.23 1.71  -0.757
C2 0.09 -0.09 1.05  -0.139
C3 -0.27 -0.08 -0.36  0.066
C4 0.32 1.11 -1.09  0.729
O1 -0.27 -1.31 -0.98  -0.395
F1 0.01 2.35 -0.58  -0.245
F2 -0.20 1.18 -2.33  -0.255
F3 1.70 1.25 -1.29  -0.254
H1 0.64 -1.39 2.72  0.201
H2 -0.33 -2.14 1.49  0.298
H3 0.47 0.82 1.59  0.293
H4 -2.17 0.59 -0.06  0.129
H5 -0.11 -1.05 -1.88  0.330

Summary:
HOMO energy (alpha / beta) = -9.550 / -8.914 eV
lowest unoccupied orbital energy (alpha / beta) = -0.87 / -0.63 eV
gap between HOMO and LUMO (alpha / beta) = 8.68 / 8.28 eV
ΔE to the lowest compared entry with this formula, charge and spin = 79.75 kcal per mole
multiplicity = 1



2.
A 2-piece molecular cluster, C4H5F3O overall at a distorted geometry. Source: the Open Molecules 2025 dataset; level of theory: wB97M-V/def2-TZVPD.

Each line ends with the Mulliken charge.
Cartesian coordinates (Å):
C1 -1.00 -1.37 0.53  -0.382
C2 -0.46 -0.25 -0.24  0.580
C3 -0.98 1.12 -0.42  -1.049
C4 1.89 0.23 0.19  0.570
O1 -0.64 -1.36 -0.88  -0.412
F1 2.43 -0.01 -1.01  -0.232
F2 2.07 1.40 0.73  -0.220
F3 2.35 -0.69 1.03  -0.255
H1 -0.30 -1.95 1.04  0.218
H2 -2.01 -1.46 0.65  0.316
H3 -1.96 1.08 -0.07  0.381
H4 -1.05 1.30 -1.62  0.255
H5 -0.33 1.96 0.05  0.232

Summary:
HOMO energy (alpha / beta) = -8.315 / -8.314 eV
lowest unoccupied orbital energy (alpha / beta) = 0.77 / 0.77 eV
gap between HOMO and LUMO (alpha / beta) = 9.09 / 9.09 eV
ΔE to the lowest compared entry with this formula, charge and spin = 84.89 kcal per mole
multiplicity = 1



3.
A 2-piece molecular cluster, C4H5F3O overall at a distorted geometry. Source: the Open Molecules 2025 dataset; level of theory: wB97M-V/def2-TZVPD.

Each line ends with the Mulliken charge.
Cartesian coordinates (Å):
C1 0.57 1.70 0.57  -0.186
C2 1.06 0.46 0.39  -0.022
C3 1.94 -0.23 -0.49  -0.658
C4 -1.80 -1.12 0.19  0.470
O1 -2.64 -0.35 -0.52  -0.442
F1 -0.49 1.95 1.42  -0.243
F2 -1.06 -1.88 -0.68  -0.218
F3 -2.50 -2.01 0.99  -0.226
H1 1.16 2.49 0.36  0.392
H2 2.60 -1.04 0.04  0.242
H3 2.78 0.32 -1.02  0.304
H4 1.31 -0.82 -1.23  0.192
H5 -2.94 0.54 -0.03  0.393

Summary:
HOMO energy (alpha / beta) = -9.269 / -9.590 eV
lowest unoccupied orbital energy (alpha / beta) = -0.52 / -0.64 eV
gap between HOMO and LUMO (alpha / beta) = 8.75 / 8.95 eV
ΔE to the lowest compared entry with this formula, charge and spin = 106.43 kcal per mole
multiplicity = 1



4.
C4H5FHfNO3S as an isolated structure at a distorted geometry. Source: the Open Molecules 2025 dataset; level of theory: wB97M-V/def2-TZVPD.

Each line ends with the Mulliken charge.
Cartesian coordinates (Å):
O1 2.49 1.90 0.93  -0.027
N1 2.53 0.81 1.05  0.375
O2 1.11 0.19 1.07  -0.252
C1 1.07 -0.96 0.29  -0.543
C2 -0.39 -1.04 -0.24  0.612
S1 -0.45 -0.13 -1.94  0.184
C3 -1.40 -0.53 0.65  -0.465
C4 -1.66 1.00 0.56  0.495
O3 -1.28 1.66 1.44  -0.193
F1 -2.31 1.47 -0.45  -0.146
H1 1.35 -1.85 0.86  0.443
H2 1.74 -0.87 -0.54  0.395
H3 0.17 1.08 -1.76  0.403
H4 -1.15 -0.78 1.67  0.401
H5 -2.37 -1.02 0.43  0.394
Hf1 0.57 -0.91 -4.03  0.928

Summary:
total charge = +3
HOMO energy = -21.636 eV
lowest unoccupied orbital energy = -16.08 eV
gap between HOMO and LUMO = 5.55 eV
multiplicity = 1